# 1
3 unconnected molecules or ions with the total composition C7H16O2 at a distorted geometry, computed with the ωB97M-V functional and the def2-TZVPD basis.

Its LUMO energy is 0.82 eV. The HOMO energy is -9.262 eV. The value obtained for the orbital gap is 10.080 eV. For the energy above the lowest of the compared OMol25 structures with the same formula, charge and spin, the calculation gives 4.445 eV. Its spin multiplicity is 1. As for the total energy: -426.6525 Ha. Its structure (SMILES) is CC(C)O.C=C=C.CO.

Last column: Löwdin charge in e.
Geometry (Å):
O: 0.81 -1.25 -3.16  -0.055
O: -0.66 0.13 1.63  -0.256
C: 1.89 0.50 1.71  -0.053
C: -1.87 0.31 2.32  -0.151
C: 0.61 2.43 0.48  0.029
C: 0.35 -2.10 -0.99  -0.054
C: 1.09 1.39 1.10  -0.180
C: 0.40 -0.84 -1.85  -0.496
C: -0.95 -0.13 -1.88  -0.056
H: -1.74 0.86 3.26  0.080
H: 2.47 0.81 2.57  0.066
H: -0.45 2.64 0.45  0.066
H: -0.39 -2.79 -1.39  0.083
H: 1.32 -2.58 -0.98  0.079
H: -1.72 -0.79 -2.29  0.083
H: 0.07 -1.83 0.03  0.061
H: -0.90 0.77 -2.50  0.076
H: -2.35 -0.65 2.53  0.076
H: 1.27 3.13 -0.01  0.073
H: 2.35 -0.28 1.12  0.065
H: -2.54 0.88 1.68  0.076
H: -1.24 0.16 -0.87  0.056
H: 0.26 -0.14 2.18  0.127
H: 0.78 -0.48 -3.74  0.083
H: 1.14 -0.15 -1.43  0.123

# 2
3 unconnected molecules or ions with the total composition C7H16O2 at a distorted geometry, computed with the ωB97M-V functional and the def2-TZVPD basis.

Its LUMO energy (alpha / beta) is -0.29 / -0.28 eV. The HOMO energy (alpha / beta) is -7.876 / -7.877 eV. The value obtained for the orbital gap (alpha / beta) is 7.590 / 7.593 eV. For the energy above the lowest of the compared OMol25 structures with the same formula, charge and spin, the calculation gives 5.396 eV. Its spin multiplicity is 1. As for the total energy: -426.6176 Ha.

Last column: Löwdin charge in e.
Geometry (Å):
O: -1.42 -1.60 -0.49  -0.144
O: 0.22 -2.06 1.68  -0.104
C: -1.49 -0.54 0.23  -0.359
C: -1.39 2.00 0.50  -0.101
C: 0.07 -0.68 1.61  -0.186
C: 1.64 -0.54 -0.47  -0.138
C: 1.04 -1.35 -1.46  -0.073
C: -1.56 0.82 -0.44  -0.222
C: 1.95 0.90 -0.65  -0.078
H: 1.42 -2.36 -1.53  0.100
H: 1.24 1.40 -1.30  0.077
H: 1.02 -0.18 1.76  0.056
H: -0.60 -0.27 2.37  0.073
H: -2.16 -0.62 1.10  0.127
H: -0.83 0.85 -1.26  0.086
H: 0.91 -0.88 -2.44  0.099
H: 2.13 -1.06 0.34  0.106
H: -2.11 1.96 1.31  0.077
H: -0.42 -2.46 1.06  0.075
H: -0.39 2.01 0.94  0.058
H: -1.54 2.95 -0.03  0.071
H: 2.94 0.98 -1.12  0.098
H: 2.00 1.43 0.31  0.077
H: -2.54 0.86 -0.93  0.118
H: -0.14 -1.56 -1.09  0.104

# 3
3 unconnected molecules or ions with the total composition C7H16O2 at a distorted geometry, computed with the ωB97M-V functional and the def2-TZVPD basis.

Its LUMO energy (alpha / beta) is -4.66 / -9.14 eV. The net charge is +1. The HOMO energy (alpha / beta) is -14.253 / -14.245 eV. The value obtained for the orbital gap (alpha / beta) is 9.592 / 5.101 eV. For the energy above the lowest of the compared OMol25 structures with the same formula, charge and spin, the calculation gives 1.321 eV. Its spin multiplicity is 2. As for the total energy: -426.3949 Ha.

Last column: Mulliken spin population.
Geometry (Å):
O: -2.17 -0.77 0.95  0.017
O: -0.70 0.73 2.61  0.001
C: -0.21 2.20 -0.54  0.016
C: 0.85 -2.01 -0.20  0.061
C: 1.38 0.28 -1.15  0.039
C: 0.89 -1.95 1.10  0.078
C: 0.44 -0.88 -1.08  0.206
C: 1.03 1.38 -0.13  0.054
C: -0.70 -0.94 -1.77  0.467
H: -1.06 -0.15 -2.45  0.017
H: -2.04 -0.40 0.09  -0.005
H: -1.10 1.59 -0.45  -0.003
H: -1.35 -1.75 -1.72  0.005
H: -0.30 3.11 0.11  0.001
H: 1.33 0.71 -2.13  0.021
H: -1.30 0.21 2.03  -0.001
H: 1.14 -2.87 -0.76  0.023
H: 1.88 2.09 -0.01  -0.003
H: -0.15 2.54 -1.60  0.000
H: 1.14 -2.78 1.70  0.000
H: 0.86 0.94 0.86  -0.001
H: 2.44 -0.07 -0.95  0.003
H: -1.27 1.48 2.88  0.000
H: -1.65 -1.61 0.90  -0.003
H: 0.62 -1.08 1.70  0.008

# 4
2 unconnected molecules or ions with the total composition C7H16O2S3 at a distorted geometry, computed with the ωB97M-V functional and the def2-TZVPD basis.

Its LUMO energy (alpha / beta) is -3.12 / -3.14 eV. The HOMO energy (alpha / beta) is -9.408 / -9.419 eV. The value obtained for the orbital gap (alpha / beta) is 6.291 / 6.280 eV. For the energy above the lowest of the compared OMol25 structures with the same formula, charge and spin, the calculation gives 2.359 eV. Its spin multiplicity is 1. As for the total energy: -1621.2007 Ha.

Last column: Löwdin charge in e.
Geometry (Å):
S: 0.08 -1.44 -1.58  0.425
S: -2.69 -0.33 -1.19  0.796
S: 0.88 -0.59 0.12  0.294
O: 1.31 -1.61 1.05  -0.348
O: -0.07 0.33 0.71  -0.410
C: 2.34 0.25 -0.56  -0.708
C: -3.72 -1.62 0.93  -0.124
C: -3.01 -0.32 0.51  -0.876
C: 3.38 -0.74 -1.11  -0.076
C: 1.96 1.35 -1.52  -0.079
C: 2.94 0.91 0.71  -0.080
C: -3.74 0.95 0.88  -0.155
H: -4.64 0.94 0.17  0.094
H: 3.31 -1.58 -0.41  0.077
H: -3.38 -2.32 0.25  0.023
H: -4.83 -1.46 0.84  0.098
H: 1.80 2.21 -0.96  0.063
H: -1.89 -0.15 1.03  0.137
H: 3.66 1.70 0.59  0.085
H: -3.46 -1.76 1.96  0.074
H: 1.18 0.98 -2.23  0.075
H: 3.10 -1.05 -2.16  0.094
H: 2.80 1.62 -2.08  0.071
H: 1.93 1.20 1.16  0.092
H: 3.54 0.14 1.27  0.102
H: 4.39 -0.34 -1.07  0.090
H: -3.00 1.83 0.84  0.111
H: -4.18 0.91 1.84  0.054

# 5
A molecular structure, C7H16O3 at a distorted geometry, computed with the ωB97M-V functional and the def2-TZVPD basis.

Its LUMO energy is 0.73 eV. The HOMO energy is -7.908 eV. The value obtained for the orbital gap is 8.639 eV. For the energy above the lowest of the compared OMol25 structures with the same formula, charge and spin, the calculation gives 3.702 eV. Its spin multiplicity is 1. As for the total energy: -501.9070 Ha.

Last column: Löwdin charge in e.
Geometry (Å):
O: -0.67 3.00 0.44  -0.004
O: -0.63 0.44 0.97  0.074
O: -1.08 -2.17 1.84  -0.049
C: 0.18 -0.34 -1.13  0.012
C: -0.35 -2.92 1.03  -0.096
C: -0.50 2.14 -0.67  -0.562
C: -1.76 2.18 -1.55  -0.006
C: 0.73 2.63 -1.45  -0.014
C: 1.82 -3.24 2.24  -0.045
C: -0.33 0.70 -0.18  -0.337
H: -1.64 1.61 -2.47  0.081
H: 2.40 -4.08 1.89  0.024
H: 0.87 2.07 -2.37  0.084
H: 0.58 3.68 -1.70  0.092
H: 1.06 -2.92 1.29  -0.014
H: 2.42 -2.34 2.33  0.024
H: 1.26 -0.19 -1.25  0.103
H: -0.27 -0.24 -2.11  0.089
H: -1.96 3.22 -1.82  0.092
H: 0.02 -1.34 -0.72  0.047
H: 1.62 2.55 -0.83  0.095
H: -0.61 -3.98 1.23  0.046
H: -0.93 -1.22 1.64  0.053
H: -2.62 1.80 -1.00  0.094
H: -0.92 2.44 1.19  0.091
H: 1.31 -3.46 3.17  0.028

# 6
2 unconnected molecules or ions with the total composition C7H16OSi at a distorted geometry, computed with the ωB97M-V functional and the def2-TZVPD basis.

Its LUMO energy is 0.68 eV. The HOMO energy is -7.625 eV. The value obtained for the orbital gap is 8.303 eV. For the energy above the lowest of the compared OMol25 structures with the same formula, charge and spin, the calculation gives 4.833 eV. Its spin multiplicity is 1. As for the total energy: -640.9091 Ha.

Last column: Löwdin charge in e.
Geometry (Å):
Si: 0.74 0.38 -0.15  0.682
O: 0.19 1.09 -1.48  -0.267
C: 2.54 0.10 -0.42  -0.204
C: -0.90 1.82 -2.02  -0.118
C: 0.17 2.02 1.94  -0.044
C: -1.62 -0.75 0.85  -0.121
C: 3.15 -1.05 -0.07  -0.040
C: -0.20 -1.23 0.29  -0.411
C: -0.54 -1.93 -1.06  -0.117
H: -2.34 -1.61 0.76  0.089
H: -1.25 -1.30 -1.50  0.035
H: -1.31 -0.40 1.80  0.041
H: -0.70 2.07 -3.15  0.113
H: 0.33 -2.02 -1.64  0.044
H: -0.82 2.46 1.78  -0.023
H: 3.23 0.83 -0.69  0.033
H: 1.08 2.40 1.65  -0.100
H: 4.19 -1.01 -0.11  0.027
H: -1.03 2.74 -1.58  0.041
H: -0.02 1.43 2.82  -0.041
H: 2.71 -1.76 0.64  0.069
H: -0.97 -3.01 -0.87  0.120
H: -2.12 -0.09 0.24  0.024
H: -1.89 1.20 -2.01  0.111
H: 0.17 -1.73 1.11  0.055